15
Properties=species:S:1:pos:R:3 method="wB97M-V/def2-TZVPD" relative_energy_kj_mol=177.5 lumo_ha=0.025 fmax_ev_per_a=4.813
P 2.534 -0.691 0.347
N 1.409 1.639 -0.499
C 2.500 1.177 -0.043
C 0.309 0.782 -0.476
C -0.434 -1.575 0.163
C 0.496 -0.502 -0.180
C -1.031 1.300 -0.762
H 0.065 -2.372 0.574
H -1.418 1.706 0.243
H -1.117 2.018 -1.481
H 2.122 -0.482 1.714
H -1.625 0.383 -0.878
H -0.982 -1.790 -0.783
H -1.179 -0.990 0.805
H 3.454 1.650 0.025


28
Properties=species:S:1:pos:R:3 method="wB97M-V/def2-TZVPD" relative_energy_kj_mol=0.0 lumo_ha=0.026 fmax_ev_per_a=2.811
P 1.195 0.299 0.329
Si -1.090 -1.798 0.727
Si -1.571 1.330 -0.381
C -0.501 -0.008 0.455
C 1.817 0.430 -1.442
C 1.613 2.001 0.874
C -2.903 1.924 0.767
C 2.365 -0.840 1.196
C -0.957 -2.618 -1.004
H -2.386 1.090 -1.620
H 1.681 2.543 -0.050
H -1.639 -2.390 -1.927
H -0.627 2.311 -0.686
H 3.054 -0.269 1.803
H -0.947 -3.698 -0.765
H -2.684 2.895 1.133
H 2.443 2.201 1.636
H -0.413 -2.942 1.496
H 1.173 1.171 -1.902
H 2.839 0.538 -1.646
H -3.040 1.269 1.610
H -2.400 -1.699 1.365
H -0.003 -2.466 -1.492
H 1.442 -0.492 -1.833
H 1.880 -1.609 1.795
H -3.823 2.002 0.230
H 0.748 2.596 1.154
H 2.926 -1.294 0.471


12
Properties=species:S:1:pos:R:3 method="wB97M-V/def2-TZVPD" relative_energy_kj_mol=440.5 lumo_ha="-0.057 / -0.057" fmax_ev_per_a=1.365
O 1.115 1.134 -0.896
O -1.061 2.741 -0.226
N 1.049 -0.788 0.414
C 1.606 0.306 -0.089
C -0.145 -1.290 -0.258
C -0.590 1.802 0.220
C -1.095 -0.435 0.439
H -1.153 -0.509 1.518
H -0.265 -2.356 -0.021
H -1.909 0.061 -0.074
H -0.167 -1.146 -1.345
H 2.615 0.480 0.318


16
Properties=species:S:1:pos:R:3 method="wB97M-V/def2-TZVPD" relative_energy_kj_mol=266.7 lumo_ha=0.037 fmax_ev_per_a=0.370
O 0.431 -1.293 -1.499
N 1.382 0.862 0.513
C 0.470 1.035 -0.665
C 0.732 -0.470 0.765
C 0.496 0.670 1.661
C -0.084 -0.407 -0.524
C -1.583 -0.638 -0.488
H 1.393 -1.192 -1.517
H -0.244 1.860 -0.546
H -1.826 -1.524 0.107
H 1.303 -1.347 1.062
H -2.115 0.214 -0.057
H 1.022 0.674 2.612
H -1.945 -0.797 -1.510
H 1.040 1.184 -1.586
H -0.472 1.167 1.673


119
Properties=species:S:1:pos:R:3 method="wB97M-V/def2-TZVPD" multiplicity=2 relative_energy_kj_mol=6.3 total_charge=-2 lumo_ha="0.133 / 0.133" fmax_ev_per_a=1.158
I -4.405 -1.441 2.341
Rb -1.315 -0.515 0.817
Ge 0.161 2.563 -1.930
S -3.780 3.427 4.149
P -2.719 -2.242 -1.738
F 0.153 3.898 0.819
F 2.151 3.161 0.413
F 0.583 1.786 1.015
O 2.640 -3.006 1.664
O 1.002 -1.722 0.354
O -2.874 3.143 0.312
O 0.560 -2.317 2.559
N 0.774 -3.872 -1.661
N -1.239 2.505 4.223
N -2.770 0.948 4.374
N 1.092 -2.606 -1.721
N 1.227 -1.586 -0.958
C 1.315 -2.192 -3.101
C 3.925 -2.430 3.673
C 0.006 -5.099 1.788
C -4.375 -1.480 -1.959
C 1.955 1.916 -2.475
C -0.548 -6.325 1.459
C -0.030 7.318 -2.648
C 1.121 6.734 -2.137
C 2.589 -1.591 5.540
C -0.599 -6.701 0.122
C -3.229 -3.797 -0.922
C 2.126 -2.967 -3.911
C 1.547 -2.157 3.459
C -1.157 2.484 -7.408
C -1.122 6.514 -2.947
C -2.930 0.893 -4.570
C 3.193 0.340 7.001
C 0.671 -1.066 -3.573
C 1.174 5.362 -1.928
C 0.091 4.535 -2.232
C -2.107 1.295 -3.491
C 3.811 -1.945 4.982
C 1.666 -1.455 -5.728
C 0.847 -0.701 -4.901
C 2.307 -2.584 -5.230
C -0.458 1.280 4.239
C 0.762 3.659 -6.568
C -1.532 0.191 4.411
C 3.257 -1.982 7.936
C -0.686 2.488 -4.999
C -0.052 3.248 -7.646
C -1.055 5.143 -2.741
C -2.635 1.276 -5.844
C 2.527 -1.043 6.967
C -1.500 2.086 -6.091
C -2.548 2.339 1.039
C 0.402 -4.582 -0.513
C 0.450 3.292 -5.289
C 1.433 -1.705 4.752
C 0.503 -4.213 0.831
C 2.780 -2.541 2.918
C -0.991 2.076 -3.659
C 0.822 2.882 0.192
C -0.600 3.789 4.120
C 1.089 -0.893 7.467
C -0.126 -5.841 -0.849
C -2.358 -2.826 -3.440
C -2.566 2.275 4.246
B 1.197 -2.865 1.317
H 2.722 2.655 -2.235
H -1.422 -0.324 5.370
H 1.095 -0.544 8.502
H 0.063 3.807 3.256
H 0.549 -1.841 7.431
H -4.291 -0.542 -2.508
H -1.372 4.546 3.998
H 2.002 1.692 -3.540
H 1.635 4.270 -6.756
H 2.078 4.928 -1.515
H 0.245 1.287 5.078
H 0.134 1.185 3.325
H 3.191 -1.595 8.957
H -4.793 -1.267 -0.974
H -3.640 0.524 4.065
H 4.714 -1.845 5.572
H 3.154 0.766 8.008
H 1.981 7.349 -1.892
H 0.040 -0.483 -2.916
H 0.200 3.542 -8.658
H 2.685 1.024 6.317
H 1.801 -1.163 -6.762
H 0.337 0.177 -5.278
H -3.797 0.272 -4.380
H -2.369 -4.449 -0.777
H -1.512 -0.583 3.642
H -3.197 -3.385 -3.864
H -5.056 -2.146 -2.498
H -1.476 -3.469 -3.412
H 1.072 3.617 -4.467
H -3.643 -3.547 0.057
H 2.948 -3.175 -5.873
H 0.529 -0.163 6.880
H -3.256 0.969 -6.678
H 0.051 -4.798 2.829
H -0.021 4.004 5.024
H -2.030 6.956 -3.342
H 4.884 -2.714 3.260
H 4.313 -2.085 7.688
H -0.077 8.388 -2.808
H -1.023 -7.656 -0.166
H -0.175 -6.104 -1.899
H -1.792 2.162 -8.226
H -3.990 -4.327 -1.505
H -1.914 4.531 -2.994
H 2.582 -3.856 -3.502
H -2.374 0.966 -2.489
H -0.938 -6.977 2.231
H 2.809 -2.976 7.915
H 0.453 -1.467 5.138
H 2.185 1.002 -1.926
H 4.236 0.279 6.690
H -2.130 -1.975 -4.084


106
Properties=species:S:1:pos:R:3 method="wB97M-V/def2-TZVPD" lumo_ha=-0.040 fmax_ev_per_a=4.663
Br 0.697 -0.929 2.496
Cl -3.622 -3.026 1.254
S 8.782 4.045 0.303
S -12.064 -1.132 -5.678
S 11.263 1.606 2.954
O -7.624 -0.184 -1.934
O -1.940 -3.159 -2.018
O -0.657 1.140 -3.906
O 12.432 1.930 4.036
O 11.667 0.465 2.188
O -12.826 -2.272 -6.091
O 10.032 4.572 -0.152
O 10.836 2.835 2.353
O 8.981 3.463 1.805
O 0.542 2.441 0.939
O -3.188 -0.359 -3.331
O 7.810 5.290 0.685
O 10.124 1.133 4.012
O -12.249 0.171 -6.242
O -12.164 -1.010 -4.062
O 8.017 3.092 -0.448
O -10.490 -1.516 -5.765
C -1.746 0.860 2.598
C 0.300 1.504 0.137
C 10.737 0.888 5.278
C 4.050 0.306 -0.969
C 8.435 4.383 2.749
C -2.875 -0.099 -1.971
C 1.494 0.950 -0.751
C -4.605 -0.367 1.870
C -5.939 1.610 -1.691
C -1.787 -2.519 -3.316
C -1.029 -0.534 4.801
C 5.476 0.188 -0.289
C 7.318 5.106 2.010
C -0.343 0.808 -2.731
C -3.518 -0.057 0.710
C -5.362 -0.937 -1.036
C -1.138 0.842 -0.106
C 3.751 -0.095 -2.468
C -2.112 0.561 1.072
C -4.640 -1.920 2.318
C 11.891 1.876 5.356
C 5.018 -0.682 -3.278
C -4.157 -2.163 3.849
C 5.675 0.948 0.912
C -1.469 0.509 -1.610
C -6.496 0.232 -1.079
C 2.326 0.069 -3.113
C -1.150 -0.540 3.194
C -3.887 -0.356 -0.793
C 2.886 0.838 -0.090
C -11.005 -1.605 -3.478
C -3.171 -1.776 -3.636
C -9.888 -1.358 -4.480
C -0.689 -4.896 -0.625
C 1.166 0.600 -2.235
C -0.622 -3.753 -1.756
H -3.576 -1.222 4.193
H -0.297 -4.237 -2.745
H 6.417 4.487 1.954
H -6.785 2.323 -2.022
H 4.883 -0.661 -4.408
H 10.017 1.024 6.086
H -11.198 -2.675 -3.359
H 0.090 -0.399 5.049
H 3.000 1.132 1.005
H -5.735 -2.263 2.279
H -3.327 -1.858 -4.780
H -4.013 -2.385 -3.163
H 12.655 1.562 6.068
H 11.099 -0.144 5.285
H -5.691 -1.668 -0.202
H -5.392 2.155 -0.832
H 0.148 -2.934 -1.527
H -3.396 -3.030 3.920
H -5.666 -0.083 1.511
H -1.314 -1.577 5.173
H 6.343 -0.443 -0.665
H -1.816 -1.361 2.768
H 7.070 6.065 2.466
H -0.915 1.627 2.743
H -10.794 -1.165 -2.504
H -0.937 -1.755 -3.300
H -4.426 0.245 2.818
H -9.062 -2.060 -4.358
H -9.509 -0.336 -4.404
H -5.483 -1.510 -2.015
H -1.528 -4.717 0.128
H -6.955 0.444 -0.052
H -0.876 -5.930 -1.097
H 0.345 -4.912 -0.120
H -1.624 -3.285 -4.171
H 6.300 0.545 1.794
H 5.235 1.997 1.075
H 11.537 2.877 5.621
H -5.021 -2.378 4.567
H -1.651 0.309 5.253
H 9.227 5.077 3.044
H 8.071 3.852 3.629
H -2.636 1.216 3.230
H 5.227 -1.733 -2.855
H -8.144 0.638 -2.101
H 2.160 -0.203 -4.214
H -5.229 1.372 -2.565
H 5.919 -0.036 -2.953